21
Properties=species:S:1:pos:R:3:lowdin_charge:R:1 method="wB97M-V/def2-TZVPD" multiplicity=1 max_force_ev_per_a=5.3 homo_energy_ev="-8.940 / -7.577"
C 0.279 -1.323 -0.690 -0.0314
C -1.531 -0.079 -2.019 -0.0279
C 0.652 1.100 -1.372 -0.0960
C 0.411 -0.014 3.434 -0.2275
C -0.443 0.198 -0.912 -0.7715
O 2.422 1.102 1.782 -0.3806
O -1.030 0.622 0.205 -0.1030
P 1.047 1.201 2.198 0.8033
H 0.768 -1.770 -1.615 0.0932
H 0.970 -1.113 0.007 -0.0223
H -0.473 -2.026 -0.151 0.0994
H -2.401 0.656 -1.973 0.0942
H -1.889 -1.092 -1.832 0.0662
H -0.987 0.184 -2.956 0.0789
H 0.945 0.955 -2.440 0.0841
H 0.283 2.196 -1.172 0.1186
H 1.612 1.093 -0.830 0.0570
H 0.726 -1.043 3.102 0.0677
H 1.102 0.098 4.245 0.0187
H -0.646 -0.029 3.711 0.0553
H 0.206 2.373 2.090 0.0236


14
Properties=species:S:1:pos:R:3:lowdin_charge:R:1 method="wB97M-V/def2-TZVPD" multiplicity=3 max_force_ev_per_a=4.4 homo_energy_ev="-8.796 / -8.993"
C -0.633 1.658 0.231 0.1991
C 0.335 -0.924 -0.282 -0.2260
C -0.104 -0.009 -1.413 -0.0847
N -0.360 -0.595 0.923 0.0702
N -0.321 1.387 -0.950 -0.2870
N 0.298 -0.810 2.060 -0.4436
O -0.404 2.338 -1.808 0.0514
O -0.210 -0.310 3.100 0.0203
O 1.102 -1.759 1.993 0.0198
H -1.082 2.495 0.818 0.1164
H 0.165 -2.001 -0.515 0.1359
H 1.495 -1.025 -0.044 0.1564
H 0.679 -0.021 -2.261 0.1644
H -0.960 -0.425 -1.852 0.1075


77
Properties=species:S:1:pos:R:3:lowdin_charge:R:1 method="wB97M-V/def2-TZVPD" multiplicity=1 max_force_ev_per_a=0.4 homo_energy_ev=-8.426
In 0.078 -0.015 -0.646 0.7836
C 3.792 -0.094 -6.542 -0.0500
C 3.608 0.041 -5.054 -0.2679
C 3.399 1.287 -4.473 -0.0319
C 3.201 1.413 -3.106 -0.0453
C 3.210 0.281 -2.308 -0.2849
C 3.428 -0.973 -2.865 -0.0621
C 3.625 -1.084 -4.230 -0.0411
S 3.025 0.457 -0.553 0.5871
O 2.290 1.708 -0.357 -0.3438
O 4.317 0.377 0.075 -0.2772
N 2.072 -0.797 -0.208 -0.2417
C 2.069 -1.136 1.234 -0.1697
C 1.026 -0.390 2.082 -0.6197
O 1.171 -0.315 3.286 0.0629
O -0.009 0.079 1.439 -0.1189
H 4.253 0.798 -6.965 0.0774
H 2.829 -0.234 -7.039 0.0826
H 4.418 -0.952 -6.787 0.0770
H 3.395 2.172 -5.098 0.1142
H 3.040 2.383 -2.652 0.1146
H 3.436 -1.843 -2.223 0.1145
H 3.805 -2.061 -4.668 0.1127
H 3.050 -0.977 1.680 0.1157
H 1.832 -2.197 1.326 0.1093
N -0.548 1.932 -1.297 -0.3106
S -1.310 2.666 -0.059 1.1205
C -2.238 4.003 -0.794 -0.3835
C -2.515 3.983 -2.149 -0.0734
C -3.304 4.991 -2.689 -0.0711
C -3.810 5.993 -1.875 -0.0769
C -3.532 5.994 -0.513 -0.0681
C -2.744 4.996 0.036 -0.0737
C -0.092 3.544 0.890 -0.4031
C 0.623 4.604 0.346 -0.0784
C 1.650 5.162 1.083 -0.0640
C 1.952 4.656 2.345 -0.0574
C 1.228 3.601 2.876 -0.0408
C 0.192 3.033 2.147 -0.0612
H 0.231 2.511 -1.607 0.0290
H -2.118 3.185 -2.763 0.1023
H -3.523 4.989 -3.748 0.1066
H -4.424 6.776 -2.300 0.1054
H -3.928 6.774 0.124 0.1088
H -2.518 4.993 1.095 0.1197
H 0.378 4.986 -0.639 0.1197
H 2.224 5.984 0.676 0.1075
H 2.767 5.087 2.911 0.1081
H 1.477 3.195 3.847 0.1174
H -0.348 2.174 2.525 0.1121
C -1.220 -2.505 -4.290 -0.2264
S -0.560 -2.533 -2.631 0.9242
C 0.761 -3.712 -2.887 -0.2190
O 0.167 -1.202 -2.524 -0.5426
H -0.439 -2.179 -4.977 0.0666
H -2.044 -1.794 -4.284 0.0625
H -1.585 -3.499 -4.546 0.0623
H 0.346 -4.640 -3.280 0.0632
H 1.212 -3.891 -1.912 0.0645
H 1.488 -3.279 -3.573 0.0526
F -4.078 -2.634 5.196 0.0916
C -3.231 -2.737 4.167 -0.1860
C -3.638 -2.514 2.918 0.0545
N -2.788 -2.642 1.841 0.0117
C -3.211 -2.279 0.493 -0.0317
C -2.693 -0.863 0.214 -0.6129
O -3.020 0.036 0.960 0.0671
O -1.877 -0.799 -0.791 -0.1528
C -1.447 -2.917 2.010 -0.4495
O -0.661 -2.972 1.079 0.0751
N -1.067 -3.142 3.313 0.2369
C -1.852 -3.095 4.467 -0.3893
O -1.396 -3.333 5.558 0.1130
H -4.654 -2.220 2.697 0.1495
H -4.298 -2.300 0.448 0.1331
H -2.791 -2.992 -0.210 0.1171
H -0.086 -3.335 3.451 0.1722


19
Properties=species:S:1:pos:R:3:lowdin_charge:R:1 method="wB97M-V/def2-TZVPD" multiplicity=1 max_force_ev_per_a=6.3 homo_energy_ev=-8.690
C 0.731 -0.800 2.609 -0.1214
C 1.075 -0.846 0.491 -0.2050
C 1.063 -0.501 -0.725 -0.0772
C 0.051 0.212 -1.551 -0.2570
C -1.438 -0.029 -1.421 -0.2328
C -0.270 1.576 -0.805 -0.1298
H 0.689 0.134 3.520 0.1406
H -0.111 -1.704 2.634 0.1362
H 2.025 -1.208 2.566 0.1580
H 1.885 -1.342 0.941 0.0616
H 1.752 -1.130 -1.252 0.1064
H -0.088 0.207 -2.695 0.1633
H -1.480 -0.769 -0.603 0.1074
H -2.019 -0.437 -2.297 0.1164
H -2.210 1.549 -0.302 0.0621
H -0.146 1.534 0.239 0.0812
H 0.085 2.352 -1.583 0.1312
N -1.728 1.393 -1.137 -0.0266
O 0.135 -0.190 1.371 -0.2147


14
Properties=species:S:1:pos:R:3:lowdin_charge:R:1 method="wB97M-V/def2-TZVPD" multiplicity=1 max_force_ev_per_a=3.5 homo_energy_ev=-10.447
C -0.281 -1.218 0.489 -0.1303
C -0.042 0.027 -0.295 -0.5650
C -0.283 1.218 0.638 -0.1009
C 1.291 -0.075 -0.982 -0.5662
Cl 2.609 0.056 0.234 0.5560
H 0.202 -0.967 1.479 0.0888
H -1.355 -1.393 0.497 0.0798
H 0.305 -1.997 -0.072 0.0907
H -0.864 -0.072 -1.149 0.1714
H 0.367 1.290 1.479 0.0468
H -1.228 0.997 1.277 0.1145
H -0.357 2.070 0.039 0.0528
H 1.355 -0.924 -1.640 0.0668
H 1.607 0.782 -1.694 0.0949


12
Properties=species:S:1:pos:R:3:lowdin_charge:R:1 method="wB97M-V/def2-TZVPD" multiplicity=1 max_force_ev_per_a=9.4 homo_energy_ev=-10.862
N -0.129 -3.321 -2.150 0.0961
C -0.356 -2.180 -1.838 -0.1336
C -0.871 -0.658 -1.479 -0.1529
O 0.124 0.227 -1.013 -0.1083
N -0.187 0.621 0.311 0.0706
C 0.604 1.393 0.868 -0.1729
C 0.640 1.212 2.270 -0.1445
O 1.798 1.233 3.046 -0.0749
H -1.648 -1.050 -0.702 0.1453
H -1.258 -0.224 -2.413 0.1156
H 1.739 1.818 0.532 0.2117
H -0.456 0.930 2.569 0.1477